Record 1
{"formula": "C5H3NO2", "method": "ωB97M-V/def2-TZVPD", "species": ["O", "C", "C", "C", "C", "H", "H", "N", "C", "O", "H"], "coordinates": [[1.157, 1.934, 2.142], [0.534, 1.607, 1.198], [0.121, 1.006, 0.150], [-0.427, 1.146, -1.233], [-1.021, 0.267, -0.488], [-0.246, 1.670, -2.138], [-1.800, -0.421, -0.279], [0.202, -2.115, 0.757], [0.531, -1.738, -0.326], [0.840, -1.658, -1.437], [0.108, -1.698, 1.655]], "atomic_forces_ev_per_a": [[-0.4, 0.2, -0.1], [1.2, 0.3, 1.5], [-1.3, -0.6, -1.8], [-0.2, -0.7, 1.2], [0.4, 1.9, -0.3], [0.0, 0.1, -0.5], [-0.3, -0.4, 0.0], [-0.5, -0.5, 1.0], [0.6, -1.1, -0.1], [0.3, 0.4, -0.9], [0.1, 0.3, 0.1]], "e_above_lowest_kcal_mol": 81.6, "max_force_ha_per_bohr": 0.04394, "total_energy_ha": -397.40257, "gap_ev": 8.52, "spin_multiplicity": 1}

---

Record 2
{"formula": "C4H12N4", "method": "ωB97M-V/def2-TZVPD", "species": ["H", "N", "N", "N", "C", "C", "C", "N", "C", "H", "H", "H", "H", "H", "H", "H", "H", "H", "H", "H"], "coordinates": [[-0.158, -2.760, 1.064], [-0.783, -2.783, 0.252], [-0.693, -1.818, -0.498], [0.646, -1.007, -0.274], [1.150, -0.475, -1.532], [0.376, -0.093, 0.801], [1.186, 1.197, 0.882], [-1.139, 0.165, 0.770], [-1.720, 1.116, -0.150], [2.102, 0.044, -1.378], [1.305, -1.308, -2.225], [0.443, 0.217, -2.001], [0.519, -0.645, 1.737], [2.250, 0.959, 0.984], [1.068, 1.818, -0.009], [0.887, 1.791, 1.752], [-1.748, -0.605, 1.043], [-2.585, 1.610, 0.305], [-2.049, 0.647, -1.081], [-1.058, 1.932, -0.443]], "atomic_forces_ev_per_a": [[1.0, -0.1, -0.3], [-1.3, 1.1, -0.4], [2.7, -0.8, -0.2], [0.2, -1.3, -0.2], [-0.8, -0.1, -0.1], [-3.3, 0.2, 0.5], [0.1, -0.2, -0.3], [1.4, 1.3, 1.3], [-0.4, -0.1, -0.1], [-0.2, -0.2, 0.1], [0.1, 0.1, 0.1], [0.1, 0.1, -0.1], [0.0, 0.2, 0.0], [-0.1, 0.0, 0.0], [0.0, -0.1, 0.1], [-0.1, -0.3, -0.1], [0.6, 0.6, -0.2], [0.0, -0.1, 0.0], [-0.1, 0.0, -0.2], [0.3, -0.2, 0.3]], "e_above_lowest_kcal_mol": 85.4, "max_force_ha_per_bohr": 0.06458, "total_energy_ha": -378.50217, "gap_ev": 9.03, "spin_multiplicity": 1}

---

Record 3
{"formula": "C15H15NO4S", "method": "ωB97M-V/def2-TZVPD", "species": ["C", "H", "O", "C", "C", "C", "C", "C", "C", "N", "C", "O", "C", "H", "H", "O", "C", "O", "C", "C", "C", "C", "C", "S", "H", "H", "H", "H", "H", "H", "H", "H", "H", "H", "H", "H"], "coordinates": [[-4.810, -2.177, 1.377], [-5.575, -2.175, 0.623], [-3.572, -1.517, 0.650], [-3.735, -0.320, 0.274], [-4.866, 0.358, 0.312], [-4.895, 1.770, 0.095], [-3.784, 2.233, -0.373], [-2.606, 1.568, -0.832], [-2.675, 0.252, -0.389], [-1.507, -0.707, -0.435], [-0.386, -0.237, -0.949], [-0.043, 0.692, -1.562], [0.593, -1.871, -1.025], [0.635, -1.982, 0.152], [0.189, -2.473, -1.721], [1.796, -1.385, -1.239], [2.593, -0.692, -0.505], [2.176, -0.301, 0.637], [3.916, 0.066, -1.322], [4.858, 0.354, -0.172], [4.858, 1.314, 0.527], [5.958, 1.426, 1.565], [6.925, 0.442, 1.151], [6.258, -0.611, 0.000], [7.883, 0.269, 1.282], [6.353, 2.081, 2.168], [4.114, 1.842, 0.718], [3.544, 1.006, -1.856], [4.059, -0.840, -1.853], [-1.708, -1.613, 0.034], [-1.674, 2.041, -1.211], [-3.688, 3.363, -0.991], [-5.676, 2.527, 0.199], [-5.818, 0.034, 0.895], [-5.142, -1.731, 2.230], [-4.547, -3.007, 1.547]], "atomic_forces_ev_per_a": [[-0.9, 10.5, -6.1], [-0.4, 0.0, -0.2], [-1.9, -5.9, 3.7], [-0.3, 2.3, -1.8], [-5.9, 2.7, 3.2], [-1.9, -1.8, 0.6], [5.4, 6.9, -6.5], [-1.0, -1.6, 2.4], [4.5, -0.8, -0.7], [-3.7, 3.0, 0.5], [1.3, -7.7, -0.2], [0.7, 2.6, -0.7], [-1.4, 6.1, 7.9], [-1.1, -1.2, -2.2], [-1.0, -2.3, -2.1], [4.7, -0.9, -5.0], [-1.9, 5.1, 3.9], [2.0, -1.7, -3.2], [-3.6, -1.0, 3.2], [0.5, -10.0, -9.6], [6.1, 6.7, 10.1], [1.3, -6.5, -6.7], [-6.7, 2.0, 0.0], [0.6, -0.7, -0.8], [4.5, -0.4, 1.7], [0.9, 4.2, 3.3], [-6.6, 5.1, 0.8], [0.4, -1.8, 0.6], [1.4, -0.1, -1.5], [1.0, 1.1, -0.7], [-1.3, -0.5, 0.2], [-0.9, -2.7, 2.6], [-0.4, -1.1, 0.3], [1.9, -0.1, -1.3], [-0.4, 2.0, 2.2], [4.1, -11.6, 2.2]], "e_above_lowest_kcal_mol": 253.5, "max_force_ha_per_bohr": 0.26960, "total_energy_ha": -1334.11870, "gap_ev": 8.98, "spin_multiplicity": 1}

---

Record 4
{"formula": "C3H3N", "method": "ωB97M-V/def2-TZVPD", "species": ["C", "C", "C", "N", "H", "H", "H"], "coordinates": [[-2.539, 0.139, 0.037], [-0.016, -0.290, -0.135], [1.156, 0.147, 0.026], [-1.293, -0.038, 0.061], [-3.407, -0.535, -0.319], [1.358, 1.070, 0.434], [2.027, -0.357, -0.214]], "atomic_forces_ev_per_a": [[-0.9, -2.4, -0.8], [-8.6, 1.1, 0.9], [2.9, -0.2, -0.3], [3.9, -1.3, -0.8], [1.4, 1.9, 0.6], [-0.1, 2.2, 0.8], [1.4, -1.3, -0.5]], "e_above_lowest_kcal_mol": 14.3, "max_force_ha_per_bohr": 0.17022, "total_energy_ha": -170.62597, "s2": 2.06, "gap_ev": [6.29, 8.22], "spin_multiplicity": 3}

---

Record 5
{"formula": "C27H58BCl40O4P", "method": "ωB97M-V/def2-TZVPD", "species": ["C", "C", "O", "C", "C", "O", "P", "C", "O", "C", "B", "C", "O", "H", "H", "H", "H", "H", "H", "H", "H", "H", "H", "H", "H", "H", "H", "H", "H", "H", "H", "C", "Cl", "Cl", "H", "H", "C", "Cl", "Cl", "H", "H", "C", "Cl", "Cl", "H", "H", "C", "Cl", "Cl", "H", "H", "C", "Cl", "Cl", "H", "H", "C", "Cl", "Cl", "H", "H", "C", "Cl", "Cl", "H", "H", "C", "Cl", "Cl", "H", "H", "C", "Cl", "Cl", "H", "H", "C", "Cl", "Cl", "H", "H", "C", "Cl", "Cl", "H", "H", "C", "Cl", "Cl", "H", "H", "C", "Cl", "Cl", "H", "H", "C", "Cl", "Cl", "H", "H", "C", "Cl", "Cl", "H", "H", "C", "Cl", "Cl", "H", "H", "C", "Cl", "Cl", "H", "H", "C", "Cl", "Cl", "H", "H", "C", "Cl", "Cl", "H", "H", "C", "Cl", "Cl", "H", "H"], "coordinates": [[-1.660, 1.070, 1.374], [-1.579, 0.085, 2.594], [-0.745, -1.051, 2.395], [-1.304, -1.939, 1.431], [-0.192, -2.912, 0.809], [0.460, -2.539, -0.446], [1.223, -0.999, -0.404], [3.068, -1.235, -0.013], [3.848, -1.545, -1.177], [4.787, -0.492, -1.497], [1.083, -0.253, -2.191], [-0.372, -0.309, -2.883], [2.185, 0.355, -2.865], [-2.376, 0.606, 0.633], [-2.066, 2.078, 1.622], [-0.695, 1.179, 0.834], [-2.623, -0.159, 2.908], [-1.115, 0.660, 3.446], [-2.062, -2.631, 1.903], [-1.843, -1.446, 0.584], [-0.757, -3.859, 0.588], [0.603, -3.124, 1.571], [3.103, -2.028, 0.778], [3.440, -0.283, 0.446], [4.338, 0.535, -1.410], [5.723, -0.561, -0.891], [5.055, -0.662, -2.567], [-0.383, 0.135, -3.902], [-1.048, 0.237, -2.170], [-0.709, -1.372, -2.860], [1.901, 1.255, -3.093], [-4.073, -0.213, 5.672], [-4.807, -0.965, 4.254], [-4.733, 1.403, 5.955], [-4.273, -0.832, 6.541], [-3.000, -0.133, 5.513], [-4.888, -1.901, -0.696], [-5.244, -1.657, 1.018], [-3.154, -2.124, -0.977], [-5.392, -2.797, -1.047], [-5.233, -1.035, -1.256], [4.468, -0.541, 3.822], [5.530, -1.467, 2.750], [2.847, -0.376, 3.133], [4.394, -1.056, 4.775], [4.889, 0.450, 3.968], [-4.388, 0.230, 9.734], [-3.310, -0.342, 8.457], [-6.083, -0.021, 9.302], [-4.171, -0.317, 10.647], [-4.217, 1.292, 9.891], [-7.258, -4.653, -2.556], [-5.547, -4.253, -2.757], [-7.719, -4.656, -0.850], [-7.856, -3.914, -3.082], [-7.438, -5.640, -2.973], [2.750, 2.990, -0.093], [4.473, 2.689, -0.326], [2.398, 3.341, 1.603], [2.457, 3.848, -0.700], [2.191, 2.106, -0.398], [3.882, 6.866, -1.059], [2.886, 5.657, -1.883], [2.920, 7.824, 0.074], [4.670, 6.357, -0.510], [4.316, 7.529, -1.800], [-1.889, 2.343, -6.276], [-0.891, 1.067, -6.982], [-2.369, 1.903, -4.636], [-1.313, 3.264, -6.236], [-2.774, 2.484, -6.889], [4.375, -0.530, -5.039], [3.560, -0.598, -6.610], [5.977, 0.205, -5.175], [3.772, 0.062, -4.356], [4.482, -1.541, -4.655], [-3.622, -7.462, -3.393], [-2.396, -7.909, -4.580], [-5.264, -7.783, -3.968], [-3.455, -8.029, -2.482], [-3.530, -6.399, -3.189], [-8.036, 2.294, 4.373], [-8.059, 1.672, 2.719], [-8.147, 4.059, 4.399], [-8.881, 1.880, 4.916], [-7.107, 1.993, 4.847], [7.442, 8.221, -1.074], [6.521, 7.670, -2.481], [7.422, 9.982, -0.941], [7.001, 7.795, -0.176], [8.470, 7.886, -1.175], [6.638, -2.447, -7.831], [6.996, -2.539, -9.560], [8.103, -2.174, -6.883], [5.949, -1.625, -7.658], [6.184, -3.383, -7.516], [0.188, -2.224, 5.381], [-0.346, -3.648, 4.483], [-0.972, -1.791, 6.647], [1.148, -2.438, 5.843], [0.284, -1.389, 4.690], [-8.420, -2.287, 7.922], [-9.921, -3.221, 7.914], [-7.737, -2.149, 6.299], [-8.629, -1.290, 8.301], [-7.701, -2.784, 8.564], [6.377, 1.361, 6.487], [7.445, 0.435, 5.426], [4.759, 1.519, 5.792], [6.300, 0.850, 7.443], [6.796, 2.352, 6.631], [0.625, -3.088, -2.995], [-0.769, -4.154, -3.227], [1.461, -2.779, -4.523], [0.280, -2.143, -2.584], [1.316, -3.560, -2.303], [-4.076, -4.024, 7.364], [-4.601, -5.450, 6.463], [-5.250, -3.582, 8.612], [-3.123, -4.238, 7.839], [-3.967, -3.192, 6.673], [2.347, 2.873, -7.862], [1.436, 3.677, -9.148], [2.221, 3.761, -6.337], [1.947, 1.873, -7.721], [3.393, 2.815, -8.150], [3.943, 6.616, -10.206], [5.079, 7.023, -8.914], [4.789, 6.193, -11.699], [3.342, 5.768, -9.891], [3.303, 7.474, -10.395]], "atomic_forces_ev_per_a": [[-0.6, -1.0, -0.8], [0.3, 1.9, 0.6], [-0.7, 0.1, -0.6], [0.7, -1.3, -0.8], [-0.8, -0.1, 0.7], [0.0, 1.5, 1.2], [0.4, -0.1, 0.3], [-0.4, -0.1, -0.5], [0.3, 0.7, 0.7], [0.0, -0.2, -0.7], [0.4, -0.5, -1.2], [0.1, 0.9, 1.1], [-1.3, 0.3, 1.8], [0.6, 0.7, 0.6], [0.3, -0.8, 0.1], [-0.4, -0.1, 0.6], [0.7, -0.2, -0.3], [-0.3, -0.7, -0.7], [0.6, 0.7, -0.2], [1.0, 0.0, 1.3], [0.8, 0.8, 0.0], [-0.7, 0.2, -0.5], [0.3, 0.5, -0.8], [-0.5, -0.7, -0.3], [0.4, -1.3, -0.1], [-0.7, 0.0, -0.2], [-0.1, 0.2, 0.9], [-0.2, -0.5, 0.7], [0.2, -0.3, -0.9], [-0.9, 1.9, -0.5], [0.1, -0.3, -0.6], [-0.1, -0.2, -0.3], [0.0, -0.1, 0.0], [0.1, 0.1, 0.1], [-0.3, 0.1, -0.6], [-0.1, 0.1, -0.1], [-0.2, 0.0, 0.0], [0.0, 0.0, -0.1], [-0.6, -0.2, -0.9], [0.1, 0.3, 0.4], [0.2, 0.0, 0.1], [0.2, -0.2, -0.5], [0.0, -0.1, 0.0], [-0.2, 0.1, 0.3], [0.0, 0.0, -0.1], [-0.1, -0.6, -0.6], [0.0, 0.0, 0.2], [0.5, 0.1, 1.1], [0.0, 0.1, 0.1], [-0.1, -0.1, -0.1], [0.0, -0.1, -0.2], [-0.2, -0.1, -0.1], [0.0, -0.3, -0.5], [0.0, 0.0, 0.0], [0.1, 0.0, 0.1], [0.1, 0.0, 0.1], [-0.4, -0.1, -0.1], [0.1, 0.4, 0.0], [-0.1, 0.0, 0.0], [0.2, -0.4, 0.4], [0.1, -0.1, 0.2], [-0.1, 0.2, 0.1], [0.1, 0.4, -0.5], [0.1, 0.0, 0.0], [-0.2, -0.1, 0.0], [-0.4, -0.2, 0.2], [0.0, 0.2, -0.1], [0.1, 0.0, -0.2], [-0.2, 0.2, 0.0], [0.1, -0.1, 0.0], [0.0, -0.2, 0.1], [-0.1, 0.1, 0.3], [-0.1, 0.0, -0.1], [0.0, 0.0, 0.0], [0.1, -0.1, -0.2], [0.0, 0.0, -0.1], [0.1, 0.2, 0.2], [0.0, 0.0, 0.0], [0.0, 0.0, 0.0], [0.0, -0.1, -0.1], [-0.1, -0.1, -0.1], [0.0, -0.1, 0.1], [0.0, -0.1, 0.0], [0.0, 0.0, 0.1], [0.0, 0.1, -0.1], [0.0, 0.1, -0.1], [0.1, 0.0, 0.2], [0.6, 0.0, -0.3], [0.0, -0.1, 0.1], [-0.1, 0.1, -0.1], [-0.1, 0.1, -0.1], [-0.1, 0.0, 0.1], [-0.1, 0.0, 0.0], [0.0, -0.1, 0.0], [0.1, 0.0, -0.1], [0.1, 0.0, -0.1], [0.2, 0.1, -0.3], [0.1, 0.0, 0.1], [0.1, 0.0, 0.1], [-0.2, -0.1, 0.1], [-0.2, -0.1, 0.0], [0.0, 0.1, 0.1], [0.0, 0.0, 0.1], [0.1, 0.1, 0.1], [-0.1, -0.1, -0.1], [-0.1, -0.1, -0.1], [0.1, 0.1, 0.2], [0.0, 0.0, 0.0], [-0.1, 1.0, 1.2], [-0.1, 0.0, -0.1], [-0.1, -0.1, -0.1], [0.7, -0.8, 0.1], [-0.1, 0.0, 0.1], [0.0, 0.1, -0.1], [0.8, -1.6, -0.3], [-0.1, -0.1, -0.3], [0.2, 0.0, -0.1], [0.1, 0.1, 0.0], [0.2, 0.0, 0.1], [-0.1, 0.0, 0.0], [-0.1, -0.1, 0.0], [0.1, -0.2, 0.0], [0.0, 0.0, 0.0], [0.0, -0.1, 0.1], [-0.1, 0.1, 0.0], [-0.1, 0.1, 0.0], [-0.2, 0.0, 0.0], [-0.1, 0.0, 0.1], [-0.1, 0.0, 0.0], [0.1, 0.0, 0.0], [0.2, 0.0, 0.0]], "max_force_ha_per_bohr": 0.04423, "total_energy_ha": -20138.26606, "gap_ev": 8.36, "spin_multiplicity": 1}

---

Record 6
{"formula": "C5H12O", "method": "ωB97M-V/def2-TZVPD", "species": ["C", "C", "C", "C", "O", "C", "H", "H", "H", "H", "H", "H", "H", "H", "H", "H", "H", "H"], "coordinates": [[-2.419, -0.018, 1.005], [-0.908, -0.079, 0.834], [1.472, 0.395, -0.513], [2.488, -0.156, 0.416], [0.971, -0.356, -1.428], [-0.125, -0.091, -2.131], [-2.793, 0.940, 0.627], [-2.896, -0.810, 0.417], [-2.751, -0.127, 2.042], [-0.487, -1.030, 1.184], [-0.406, 0.717, 1.400], [1.105, 1.417, -0.451], [2.196, 0.039, 1.460], [3.473, 0.301, 0.260], [2.577, -1.238, 0.282], [-0.359, -0.839, -2.869], [-0.743, -0.017, -0.263], [-0.395, 0.952, -2.270]], "atomic_forces_ev_per_a": [[-0.2, 0.0, 0.1], [-0.1, -0.1, 0.0], [0.4, 0.6, 0.3], [0.0, 0.0, -0.1], [0.0, -0.7, -0.2], [-0.1, 0.2, -0.6], [0.0, -0.1, 0.1], [0.0, 0.1, 0.1], [0.1, 0.0, -0.1], [-0.1, 0.1, -0.1], [-0.2, -0.1, -0.2], [0.1, -0.1, 0.0], [0.1, 0.0, -0.2], [0.0, -0.1, 0.1], [0.0, 0.2, 0.0], [0.1, 0.0, 0.0], [-0.1, 0.1, 0.8], [0.0, -0.1, 0.1]], "e_above_lowest_kcal_mol": 94.8, "max_force_ha_per_bohr": 0.01625, "total_energy_ha": -272.79762, "gap_ev": [8.30, 7.85], "spin_multiplicity": 1}